# C81H181N7O13

A 13-piece molecular cluster, C81H181N7O13 overall (ωB97M-V/def2-TZVPD, the OMol25 dataset).

The energy above the lowest of the compared OMol25 structures with the same formula, charge and spin comes out at 184.0 kJ/mol. As for the total charge: 0. The calculation puts the LUMO energy at 0.26 eV. The orbital gap is 8.38 eV.

Structure (XYZ):
```
282
Properties=species:S:1:pos:R:3:forces:R:3:lowdin_charge:R:1
C 3.91982 1.08513 34.01222 0.36 0.28 0.11 -0.034
C 4.32490 -0.01348 33.05290 -3.10 0.93 0.18 -0.584
C 5.69997 -0.02016 32.73374 4.33 0.62 -0.58 -0.075
O 3.92559 -1.21947 33.58368 -0.91 -2.01 0.18 -0.034
H 4.49071 0.93746 34.92895 0.17 0.13 0.17 0.077
H 2.87043 1.01980 34.29964 -0.05 0.10 -0.34 0.085
H 4.17602 2.05849 33.59384 -0.20 0.16 0.16 0.084
H 3.76702 0.11847 32.12583 -0.38 -0.11 -0.16 0.133
H 6.32218 0.07105 33.62404 0.07 -0.17 0.37 0.088
H 6.00284 0.84419 32.14274 -0.13 0.11 -0.25 0.095
H 6.06860 -0.90259 32.21075 -0.35 -0.12 -0.15 0.074
H 4.23072 -1.30445 34.48993 0.23 -0.07 0.30 0.053
C 7.61892 -0.39900 27.50086 0.95 -0.39 -0.26 -0.045
C 8.95501 -0.95856 26.88708 -0.39 1.16 0.33 -0.449
C 10.01086 -1.48324 27.90484 -1.06 0.02 -0.27 -0.039
O 8.60411 -1.97013 25.93906 0.25 0.36 0.35 -0.062
H 7.74364 0.51365 28.08361 0.34 -0.12 0.27 0.074
H 7.14561 -1.16511 28.11500 -0.20 0.03 0.09 0.055
H 6.95720 -0.10361 26.68663 -0.03 -0.27 -0.11 0.055
H 9.37691 -0.10120 26.36264 0.16 -0.31 -0.51 0.123
H 9.49455 -1.50253 28.86462 0.47 -0.11 0.33 0.061
H 10.93767 -0.91117 27.94789 -0.25 0.23 0.07 0.070
H 10.29388 -2.49805 27.62529 -0.07 -0.06 0.04 0.071
H 8.18022 -2.60935 26.51638 -0.28 -0.57 -0.28 0.067
C 8.03852 -10.31015 34.18944 0.32 -0.48 0.36 -0.031
C 7.55604 -8.86529 34.45768 0.20 -0.85 0.16 -0.462
C 7.32134 -8.07761 33.20174 0.19 0.04 -0.93 -0.055
O 6.31633 -8.93628 35.11851 -1.16 0.13 0.57 -0.071
H 9.03482 -10.39795 33.75611 -0.18 0.32 -0.62 0.066
H 7.30624 -10.94970 33.69665 -0.09 0.59 -0.88 0.087
H 8.17057 -10.94508 35.06553 -0.02 0.65 0.94 0.074
H 8.25446 -8.36185 35.12615 0.34 0.14 -0.07 0.128
H 8.28507 -7.96943 32.70411 -0.27 -0.23 -0.45 0.069
H 6.89270 -7.07608 33.23814 0.26 0.16 1.01 0.060
H 6.56975 -8.57351 32.58751 0.42 -0.52 -0.24 0.075
H 6.41709 -9.39842 35.95390 0.05 -0.11 0.11 0.109
C 2.85085 -8.46739 34.73953 -0.01 -0.08 -0.79 -0.052
C 3.31736 -8.84429 33.28755 0.26 1.82 1.50 -0.444
C 4.01479 -7.62993 32.57981 -0.63 -0.52 0.84 -0.049
O 4.15422 -9.94053 33.50813 -0.01 -1.11 -1.41 -0.058
H 2.15923 -7.62586 34.77915 -0.38 -0.23 -0.01 0.071
H 3.65707 -8.22434 35.43167 0.49 0.12 -0.38 0.056
H 2.46181 -9.41909 35.10148 -0.62 0.33 0.24 0.079
H 2.40034 -9.11545 32.76444 0.31 -0.53 -0.31 0.126
H 4.66200 -7.83434 31.72691 -0.05 -0.47 0.11 0.058
H 4.58876 -7.16473 33.38121 0.26 0.33 -0.26 0.057
H 3.26585 -6.92272 32.22339 -0.15 0.10 0.14 0.068
H 4.87800 -9.68486 34.08465 0.29 0.36 0.25 0.038
C 0.50233 -4.03213 32.27111 2.19 1.08 -1.59 -0.058
C 0.22946 -2.82899 33.16226 -0.63 0.11 -0.82 -0.476
C -0.23372 -1.58190 32.30875 1.04 -1.67 0.23 -0.021
O -0.75535 -3.27569 34.04122 -2.00 0.22 1.17 -0.064
H -0.32098 -4.39433 31.65541 -0.42 -0.26 0.88 0.092
H 1.17151 -4.76938 32.71467 -0.76 -0.54 0.53 0.071
H 1.18082 -3.71792 31.47800 0.31 0.43 -0.33 0.049
H 1.03552 -2.57328 33.85000 0.84 0.32 -0.87 0.113
H -0.98599 -1.86228 31.57146 -0.62 -0.01 0.53 0.074
H 0.61036 -1.41592 31.63936 0.34 0.58 0.27 0.060
H -0.47446 -0.69467 32.89437 -0.07 -0.20 -0.11 0.076
H -0.41436 -4.07213 34.45477 -0.12 -0.05 0.10 0.080
C 2.72127 0.66072 28.65173 0.99 0.13 0.44 -0.046
C 3.28305 2.03552 28.29280 -2.28 -1.56 0.05 -0.514
C 4.60876 2.08436 27.72530 2.50 -0.80 -0.41 -0.065
O 2.43884 2.47290 27.25421 -1.38 1.80 0.53 -0.066
H 2.84691 -0.01989 27.80966 -0.04 -0.20 0.03 0.064
H 1.66799 0.77636 28.90738 0.06 -0.09 -0.02 0.084
H 3.28890 0.33186 29.52221 -0.13 -0.64 0.13 0.064
H 3.19625 2.56039 29.24415 -0.24 1.06 -0.42 0.140
H 4.65905 1.40986 26.87054 -0.16 0.04 -0.41 0.076
H 5.39206 1.66833 28.35889 0.17 0.46 0.39 0.080
H 4.81829 3.09367 27.37102 0.30 -0.04 0.19 0.094
H 2.75641 2.09667 26.43008 0.16 -0.13 -0.25 0.016
C 10.16688 -6.27334 33.46647 -0.65 0.00 -0.35 -0.040
C 11.63081 -5.88169 33.70022 -1.16 -1.02 1.91 -0.480
C 11.83823 -5.97915 35.28281 0.88 0.82 -0.85 -0.125
C 12.07148 -7.36115 35.84168 0.31 -1.46 -0.66 -0.186
C 13.22741 -8.08971 35.07008 -2.04 1.49 -1.02 -0.091
C 12.95088 -8.07138 33.48325 0.99 -1.11 1.84 -0.488
N 12.59034 -6.74873 33.03789 0.49 0.98 2.28 -0.145
O 12.40242 -6.68393 31.68823 -0.09 -0.08 -1.76 0.002
C 14.30649 -8.39665 32.87291 0.61 -0.57 -0.76 -0.056
C 11.92712 -9.18797 33.14032 -0.76 0.92 0.76 -0.021
C 11.79567 -4.43534 33.25719 -0.02 0.14 -0.02 -0.032
H 9.52438 -5.63101 34.06873 -0.08 0.17 0.03 0.081
H 9.87814 -7.29193 33.72568 0.53 -0.02 0.21 0.043
H 9.84243 -6.14286 32.43409 0.21 0.06 -0.19 0.072
H 12.69922 -5.34561 35.49599 0.35 -0.03 0.09 0.113
H 11.02185 -5.47513 35.80009 -0.28 -0.08 -0.22 0.108
H 11.14664 -7.93543 35.78731 -0.15 -0.18 -0.15 0.091
H 12.35011 -7.40386 36.89459 -0.09 0.54 0.13 0.107
H 13.33124 -9.13338 35.36682 0.19 0.15 0.12 0.114
H 14.08149 -7.46760 35.33772 0.51 -0.44 -0.41 0.111
H 14.68172 -9.37303 33.17946 -0.33 -0.24 0.09 0.083
H 14.26282 -8.42237 31.78410 -0.10 -0.04 -0.10 0.079
H 15.12985 -7.73079 33.13145 -0.37 0.50 0.23 0.084
H 11.05784 -9.08639 33.79003 -0.12 0.29 0.26 0.040
H 11.49649 -9.01887 32.15337 0.48 -0.53 -0.29 0.087
H 12.24402 -10.20052 33.39015 0.49 0.03 -0.69 0.087
H 12.83868 -4.12369 33.31277 0.02 0.05 0.03 0.090
H 11.18728 -3.78468 33.88536 0.10 0.00 0.27 0.082
H 11.41329 -4.25422 32.25266 0.18 -0.26 -0.16 0.079
H 13.18743 -6.20435 31.41370 -0.02 0.05 -0.56 0.114
C 0.17512 -11.70078 26.50786 0.24 1.30 1.09 -0.030
C 1.63187 -11.32315 26.96264 -0.01 -0.92 -0.63 -0.453
C 2.36225 -10.65292 25.75897 -0.12 0.37 0.71 -0.131
C 1.92241 -9.18098 25.56691 0.73 -0.28 -0.37 -0.163
C 2.26678 -8.43385 26.85787 -0.25 -0.69 -1.21 -0.155
C 1.46296 -8.95245 28.03125 -1.16 -0.47 0.89 -0.471
N 1.78617 -10.40229 28.14899 0.46 -0.50 -0.67 -0.078
O 1.25870 -10.98257 29.36503 -0.32 0.56 -1.10 -0.023
C 2.02605 -8.25470 29.25793 0.51 0.40 0.73 -0.045
C -0.09337 -8.65151 27.91956 0.41 0.13 0.37 -0.002
C 2.34243 -12.68019 27.31009 -0.30 0.85 -0.50 -0.033
H 0.15886 -12.48005 25.74591 0.10 -0.04 0.25 0.081
H -0.35899 -10.82661 26.13551 0.15 0.09 -0.34 0.061
H -0.39524 -11.94693 27.40350 -0.03 -0.62 -0.05 0.077
H 3.43323 -10.65644 25.96168 0.14 0.30 0.45 0.081
H 2.36124 -11.26593 24.85769 -0.86 -0.08 -0.08 0.122
H 0.89585 -9.01616 25.23963 -0.23 -0.39 0.30 0.101
H 2.49821 -8.75953 24.74292 0.24 0.06 -0.05 0.098
H 2.18565 -7.35613 26.71631 -0.27 0.07 0.22 0.108
H 3.31369 -8.68097 27.03400 0.18 0.26 0.33 0.097
H 2.33211 -7.23751 29.01346 -0.59 0.33 -0.09 0.067
H 1.36228 -8.23748 30.12235 -0.08 -0.03 -0.09 0.084
H 2.98605 -8.64857 29.59164 0.01 -0.64 -0.09 0.078
H -0.75168 -9.45232 28.25641 0.42 -0.72 -0.63 0.075
H -0.46596 -7.92133 28.63798 0.66 0.74 -0.09 0.068
H -0.34446 -8.29598 26.92024 -0.23 -0.22 0.04 0.064
H 1.87453 -13.09514 28.20283 0.45 -0.01 0.09 0.076
H 3.42337 -12.54612 27.35137 0.02 0.16 0.72 0.072
H 2.23997 -13.41611 26.51259 -0.47 0.13 -0.21 0.076
H 2.04351 -11.02057 29.91662 0.11 -0.08 0.12 0.095
C 6.39257 -9.95844 26.94694 -0.13 -0.88 0.75 -0.032
C 6.82339 -9.22493 25.67683 -0.31 0.29 0.24 -0.457
C 7.43735 -7.84853 26.04201 0.96 -0.13 0.17 -0.119
C 8.87702 -7.82218 26.64932 -1.64 0.26 -0.35 -0.172
C 9.80402 -8.52249 25.69678 0.23 -0.02 -0.48 -0.164
C 9.29232 -9.91428 25.33378 1.34 -1.23 0.06 -0.464
N 7.85180 -10.01183 24.93215 0.51 1.81 0.41 -0.086
O 7.52487 -11.37813 24.80820 -0.49 0.12 0.01 -0.027
C 10.06562 -10.50358 24.09525 -0.32 0.73 0.40 -0.036
C 9.75518 -10.80093 26.55560 -1.85 -0.95 -0.60 -0.038
C 5.51604 -8.90632 24.86394 0.60 -0.89 -0.04 -0.023
H 7.25505 -10.14895 27.58565 -0.10 0.54 0.34 0.069
H 5.98035 -10.96491 26.87486 0.19 -0.27 -1.13 0.076
H 5.54988 -9.52991 27.48945 0.36 0.90 0.16 0.065
H 7.51057 -7.25887 25.12820 -0.17 0.06 -0.18 0.121
H 6.77822 -7.31078 26.72353 -0.29 -0.16 -0.06 0.090
H 8.87753 -8.24422 27.65430 0.10 -0.27 -0.02 0.104
H 9.09597 -6.76167 26.77380 0.37 0.02 -0.02 0.107
H 10.77382 -8.67947 26.16894 0.11 0.04 -0.07 0.114
H 10.02041 -7.95005 24.79479 -0.36 0.35 -0.08 0.121
H 11.14112 -10.44116 24.26112 0.02 -0.19 0.04 0.081
H 9.76341 -11.52699 23.87296 0.23 -0.07 0.39 0.071
H 9.83954 -9.94575 23.18653 -0.06 0.34 0.07 0.079
H 9.36104 -11.77695 26.27254 0.43 -0.45 0.32 0.072
H 10.82677 -10.85617 26.74729 -0.05 0.21 -0.46 0.084
H 9.25471 -10.59666 27.50211 0.07 0.47 -0.03 0.061
H 5.58832 -8.41946 23.89140 0.75 -0.01 -0.03 0.083
H 4.87035 -8.24738 25.44444 0.00 -0.22 0.30 0.067
H 5.02406 -9.86310 24.68885 -0.31 0.08 0.03 0.068
H 7.47813 -11.44780 23.85189 -0.19 -0.38 -0.10 0.103
C 3.20690 -0.44919 22.35466 0.02 0.11 -0.06 -0.024
C 4.35271 0.08792 23.26970 -0.49 -1.70 0.27 -0.473
C 5.64109 0.20129 22.39758 -1.52 0.20 -0.94 -0.119
C 5.65297 1.43110 21.46442 -0.43 0.23 0.79 -0.178
C 5.38854 2.67278 22.31407 -1.58 -0.25 0.64 -0.107
C 4.00256 2.62977 23.16451 0.78 -0.64 -0.69 -0.449
N 4.00106 1.33244 23.89442 0.94 2.46 1.09 -0.082
O 2.92029 1.34402 24.85329 0.94 -1.11 -1.54 -0.036
C 4.05503 3.76721 24.17949 1.24 -0.06 1.30 -0.057
C 2.72965 2.87797 22.27255 2.07 -0.53 -0.74 -0.011
C 4.70134 -0.98902 24.37982 0.04 0.44 -0.60 -0.015
H 2.26038 -0.56722 22.88218 0.04 -0.34 0.32 0.059
H 3.49056 -1.38725 21.87749 -0.11 -0.22 0.30 0.085
H 2.94250 0.20438 21.52338 0.40 0.36 -0.03 0.070
H 6.54458 0.06174 22.99116 -0.01 0.36 -0.03 0.121
H 5.52598 -0.63642 21.70975 0.49 -0.41 0.25 0.110
H 4.89779 1.42761 20.67842 -0.24 -0.64 0.01 0.099
H 6.60252 1.41447 20.92947 0.15 0.50 0.14 0.109
H 5.18475 3.57470 21.73690 0.91 0.16 -0.16 0.112
H 6.22113 2.71708 23.01615 -0.12 0.72 0.15 0.116
H 3.20851 3.86233 24.85953 -0.23 -0.22 -0.32 0.082
H 4.91469 3.57229 24.82068 0.03 -0.30 0.34 0.076
H 4.31305 4.77335 23.84903 -0.40 -0.09 -0.95 0.088
H 3.00192 2.74806 21.22514 0.15 -0.16 -0.25 0.066
H 1.99947 2.08119 22.41419 -0.67 0.82 0.42 0.067
H 2.53420 3.94838 22.33671 -1.12 -0.38 0.34 0.084
H 3.93996 -1.19396 25.13241 -0.30 0.23 -0.26 0.053
H 5.60668 -0.71649 24.92221 -0.03 0.37 -0.02 0.062
H 4.96553 -1.93018 23.89763 -0.21 -0.10 -0.18 0.087
H 2.14942 1.27397 24.28543 -0.77 -0.04 0.17 0.084
C 1.22416 -4.27723 25.17653 0.77 -0.68 0.44 -0.015
C -0.04129 -3.74433 25.88847 -1.10 -0.44 -1.12 -0.481
C 0.24598 -2.39964 26.51501 0.75 0.94 0.50 -0.146
C 0.56431 -1.23055 25.58068 0.34 -1.21 0.07 -0.183
C -0.69004 -1.04359 24.72585 1.47 -0.03 0.32 -0.123
C -1.18616 -2.32188 24.02518 -0.33 -2.06 -1.47 -0.439
N -1.16555 -3.54423 24.94662 0.34 2.79 0.66 -0.132
O -1.69875 -4.71951 24.38492 0.28 0.48 -0.15 -0.005
C -2.64521 -2.10533 23.64489 -0.82 0.12 1.16 -0.058
C -0.51145 -2.67287 22.64015 1.36 -0.19 0.58 -0.030
C -0.60060 -4.68839 26.98382 0.36 -0.51 -0.71 -0.021
H 1.09982 -4.94968 24.32774 -0.78 -0.02 0.05 0.083
H 1.82289 -4.86742 25.87028 0.06 -0.10 0.34 0.055
H 1.93114 -3.53481 24.80626 -0.33 0.51 0.10 0.064
H -0.57339 -1.95921 27.08313 -0.55 -0.78 0.22 0.126
H 1.03265 -2.53717 27.25685 0.31 -0.07 0.00 0.107
H 1.46033 -1.37406 24.97682 0.05 -0.30 -0.19 0.080
H 0.82756 -0.40716 26.24463 -0.40 0.46 -0.27 0.105
H -0.41182 -0.30972 23.96947 -0.66 0.17 -0.23 0.113
H -1.41007 -0.63693 25.43597 -0.56 -0.04 -0.46 0.124
H -2.83140 -1.04872 23.45256 -0.04 -0.10 -0.56 0.085
H -3.04098 -2.77907 22.88493 0.30 0.30 -0.24 0.080
H -3.23304 -2.32359 24.53646 -0.19 0.11 0.23 0.083
H -1.02887 -3.43903 22.06278 -0.56 0.20 0.31 0.073
H -0.30754 -1.83704 21.97088 -0.42 0.36 0.16 0.076
H 0.46553 -3.14041 22.76264 0.30 0.14 0.37 0.058
H -0.83977 -5.66933 26.57314 0.33 -0.12 -0.20 0.067
H -1.56905 -4.35188 27.35390 0.27 0.52 0.24 0.089
H 0.13100 -4.84796 27.77592 -0.09 0.17 0.19 0.070
H -2.56057 -4.66213 24.80393 -0.32 -0.65 -0.24 0.100
C 7.23160 -2.84264 37.82453 0.03 -0.92 0.18 -0.019
C 6.63847 -3.22955 36.44484 -0.02 -1.41 -0.23 -0.485
C 6.80532 -4.76012 36.12411 -0.87 -0.28 1.38 -0.133
C 5.80828 -5.61269 36.87640 -1.60 -0.61 -0.49 -0.165
C 4.35630 -5.17618 36.48500 1.23 -0.05 0.50 -0.124
C 4.10308 -3.69503 36.84050 0.35 -0.33 -0.01 -0.488
N 5.21637 -2.82981 36.29033 -0.01 -2.78 -0.96 -0.103
O 5.07400 -1.52308 36.64025 -0.39 1.31 0.32 -0.013
C 2.80487 -3.31958 36.14578 -0.33 -0.32 0.05 -0.044
C 3.87979 -3.61870 38.35043 -0.39 0.04 0.56 -0.039
C 7.48936 -2.60013 35.39778 1.14 1.55 -0.35 -0.050
H 7.54132 -1.80428 37.94269 -0.59 0.19 -0.16 0.085
H 8.16200 -3.37208 38.02984 0.06 -0.31 -0.29 0.088
H 6.55319 -3.17534 38.61013 0.04 0.37 0.19 0.065
H 6.68375 -4.96336 35.06015 0.03 0.32 -0.14 0.111
H 7.76704 -5.15775 36.44829 0.48 0.63 -0.28 0.113
H 5.99773 -5.66020 37.94875 -0.20 0.68 0.24 0.109
H 5.89762 -6.67042 36.62876 0.19 -0.10 -0.50 0.088
H 3.60235 -5.81288 36.94789 -0.02 0.17 0.45 0.115
H 4.17718 -5.37491 35.42833 0.43 0.29 -0.32 0.105
H 2.44320 -2.30044 36.28236 0.47 0.18 -0.25 0.093
H 2.90626 -3.62531 35.10446 -0.19 0.53 -0.18 0.079
H 2.01369 -3.93037 36.58062 -0.08 -0.23 0.01 0.088
H 4.70295 -3.92341 38.99669 0.28 0.40 -0.21 0.069
H 3.45824 -2.65440 38.63422 0.40 0.26 0.18 0.087
H 3.10052 -4.31753 38.65451 -0.22 -0.14 -0.36 0.087
H 8.43475 -3.14255 35.38758 0.18 0.05 -0.08 0.080
H 7.72674 -1.58540 35.71724 0.08 0.25 -0.27 0.081
H 7.13913 -2.53333 34.36774 -0.50 -0.36 0.17 0.083
H 5.26119 -1.51189 37.58175 -0.01 0.59 0.62 0.086
C 5.74147 -4.45837 31.62725 0.92 0.00 0.29 -0.018
C 6.47551 -4.47958 30.25466 -1.69 -1.67 -0.47 -0.429
C 6.43797 -5.98704 29.70475 0.64 0.25 0.53 -0.115
C 5.16270 -6.47115 29.05898 -0.43 1.43 0.86 -0.192
C 4.73969 -5.46690 27.98840 -0.26 -0.36 0.32 -0.123
C 4.52212 -4.01588 28.44969 0.61 1.59 0.73 -0.421
N 5.75396 -3.59106 29.28275 0.90 -0.37 -1.36 -0.076
O 5.67126 -2.25643 29.80093 -0.26 -1.14 -0.54 -0.040
C 4.45676 -3.11208 27.16131 0.27 -0.10 1.58 -0.023
C 3.23488 -3.71679 29.26138 -0.25 -1.29 -0.14 -0.029
C 7.94466 -4.05328 30.39869 -0.12 0.89 -0.20 -0.023
H 5.96832 -3.49364 32.08105 -0.42 0.08 0.25 0.066
H 6.13111 -5.21390 32.30949 0.50 -0.03 -0.02 0.055
H 4.67488 -4.68008 31.66378 -0.07 0.36 -0.58 0.068
H 7.28518 -6.20750 29.05535 0.15 0.43 -0.29 0.104
H 6.59421 -6.65822 30.54927 0.31 0.21 0.40 0.096
H 4.42080 -6.47877 29.85749 -0.43 0.10 0.03 0.078
H 5.22086 -7.52464 28.78536 0.20 0.13 -0.61 0.100
H 3.81034 -5.82587 27.54619 -0.04 0.19 -0.41 0.097
H 5.52261 -5.39898 27.23309 -0.05 -0.20 -0.26 0.113
H 5.45841 -2.98603 26.75034 -0.11 -0.19 -0.27 0.077
H 3.72494 -3.49593 26.45053 0.18 -0.13 -0.06 0.066
H 4.11990 -2.13314 27.50232 0.03 0.17 -0.21 0.062
H 3.25649 -4.29241 30.18675 -0.13 0.20 0.19 0.059
H 2.97667 -2.67584 29.45596 0.72 0.20 0.10 0.077
H 2.33919 -4.05295 28.73902 0.02 -0.34 -0.34 0.066
H 8.41495 -3.91892 29.42459 -0.08 -0.49 -0.21 0.074
H 8.57110 -4.69092 31.02247 -0.31 -0.39 -0.06 0.069
H 8.05007 -3.05462 30.82258 -0.40 0.13 0.29 0.074
H 4.96119 -2.33907 30.44168 -0.35 0.46 0.54 0.062
```
Positions in Å, forces in eV/Å.